{
  "formula": "C24H53AlFNO7P",
  "method": "ωB97M-V with the def2-TZVPD basis set",
  "species": ["P", "Al", "F", "O", "O", "O", "O", "O", "O", "O", "N", "C", "C", "C", "C", "C", "C", "C", "C", "C", "C", "C", "C", "C", "C", "C", "C", "C", "C", "C", "C", "C", "C", "C", "C", "H", "H", "H", "H", "H", "H", "H", "H", "H", "H", "H", "H", "H", "H", "H", "H", "H", "H", "H", "H", "H", "H", "H", "H", "H", "H", "H", "H", "H", "H", "H", "H", "H", "H", "H", "H", "H", "H", "H", "H", "H", "H", "H", "H", "H", "H", "H", "H", "H", "H", "H", "H", "H"],
  "coordinates": [[-3.28003, -1.06620, 1.68970], [-2.00470, 0.76519, 0.87375], [-2.77195, 0.79712, -1.82946], [-6.19426, 0.41000, 3.87604], [-2.64324, -2.53951, 1.03193], [4.79405, -4.14885, 2.29943], [4.19332, -1.14698, -2.38209], [-0.55431, 0.89585, 2.00163], [-5.73935, 2.29406, -6.00058], [-1.96024, 5.19812, -4.44842], [-4.97258, -0.93802, 1.13611], [1.57080, -3.08029, 0.20162], [-4.68583, 2.12899, -5.41617], [6.32819, -5.80518, 3.02678], [5.05000, -4.27120, 4.65186], [5.33700, -4.68806, 3.23326], [0.65158, 1.22676, 1.36497], [-2.55968, 7.18233, -3.29662], [1.04214, -1.25865, 1.85693], [-1.58344, 6.16967, -3.83495], [-6.80387, 2.40501, 5.00730], [-4.50225, 1.02055, -4.41637], [-0.11992, 6.41429, -3.57762], [1.92581, -2.52854, 1.63319], [-5.81964, 1.39543, 4.47281], [5.30399, -1.51347, -2.67846], [1.75209, 0.09487, 1.55825], [-1.19110, -0.96813, -1.51746], [6.52034, -0.70481, -2.30702], [-1.56657, 0.48155, -1.10110], [5.53030, -2.79786, -3.43343], [1.67737, -3.63865, 2.68641], [-3.50408, 3.02832, -5.65822], [-4.35868, 1.66153, 4.71060], [2.63237, 0.10410, 0.26791], [1.54993, -2.21521, -0.48899], [-4.06982, 2.60302, 4.23978], [-5.42587, 0.44863, -4.33409], [-2.36152, 8.16125, -3.73724], [6.20813, 0.18903, -1.76897], [2.99698, -2.25571, 1.59012], [0.78063, -1.24191, 2.93655], [0.58278, -3.78811, 2.77536], [0.55936, 1.53682, 0.30648], [-2.47528, 7.23926, -2.21014], [2.01524, -3.29434, 3.68498], [4.63812, -5.11296, 5.21159], [4.57086, -3.27285, -3.63215], [-6.70873, 2.47935, 6.09219], [-5.37346, -1.85241, 1.34606], [-3.57330, 6.87936, -3.55455], [-6.62159, 3.37899, 4.55029], [5.97262, -6.71406, 3.51560], [-2.98325, 2.03931, 1.02760], [-0.82395, 1.23297, -1.44387], [0.18503, 7.35971, -4.03042], [-0.82711, -1.59928, -0.69475], [-0.38346, -0.94489, -2.28467], [4.32188, -3.46184, 4.64918], [-4.15703, 1.69845, 5.78361], [2.28122, -3.84786, -0.14602], [0.09088, -1.41070, 1.32336], [-3.19070, -3.25552, 1.34507], [3.14823, -0.84214, 0.04799], [-7.81714, 2.08679, 4.76413], [2.38403, 0.34185, 2.43152], [6.14257, -3.47738, -2.83771], [1.06472, 2.11514, 1.90847], [6.02393, -2.58926, -4.38461], [7.17588, -1.29291, -1.66215], [6.43627, -5.99925, 1.96064], [2.10061, 0.44905, -0.63680], [5.96649, -3.91941, 5.12968], [7.30045, -5.52060, 3.43334], [0.46390, 5.60835, -4.01939], [-2.07856, -1.43744, -1.97101], [3.43686, 0.85635, 0.43626], [-3.70299, 0.35343, -4.74224], [-4.25882, 1.43799, -3.43923], [0.07008, 6.43782, -2.50330], [2.15788, -4.59484, 2.41924], [-5.44051, -0.32307, 1.81484], [7.05760, -0.40397, -3.20855], [-3.22370, 3.52370, -4.73616], [-3.77136, 0.85415, 4.27123], [0.52472, -3.45087, 0.22405], [-2.66392, 2.44401, -6.03810], [-3.76947, 3.78461, -6.39660]],
  "forces_ev_per_a": [[0.3, -0.6, 1.5], [0.3, 0.0, 0.1], [0.1, 0.2, 0.0], [-0.2, 0.2, 0.1], [-0.6, 1.2, -0.6], [0.2, -0.1, 0.0], [0.0, 0.0, -0.1], [-0.8, 0.1, -1.5], [0.1, 0.0, 0.0], [0.2, 0.4, 0.1], [0.1, -0.3, -0.4], [-0.2, 0.8, 0.6], [-0.2, -0.1, -0.2], [0.0, 0.0, -0.3], [-0.2, 0.2, 0.0], [-0.2, 0.2, -0.2], [0.8, 0.3, 1.9], [-0.2, -0.1, -0.1], [0.7, -0.6, 1.0], [-0.1, -0.2, -0.1], [-0.3, -0.1, -0.1], [-0.4, 0.0, -0.1], [0.1, -0.2, -0.1], [-0.3, -0.4, -1.2], [0.1, -0.3, -0.2], [-0.3, 0.1, 0.1], [-1.0, -0.2, -1.5], [0.6, 0.7, -0.6], [-0.1, 0.2, 0.1], [0.3, -0.3, 0.5], [-0.2, -0.1, 0.0], [-0.3, 0.8, 0.1], [-0.4, -0.1, -0.3], [0.1, -0.3, -0.2], [0.7, 0.6, 0.6], [0.2, -0.6, 0.1], [0.0, 0.0, 0.1], [0.0, 0.0, 0.0], [0.1, 0.1, 0.2], [0.0, -0.1, 0.0], [-0.4, -0.2, 0.4], [-0.1, 0.1, -0.6], [0.5, -0.1, -0.1], [0.0, -0.4, 0.2], [0.1, 0.2, 0.0], [0.0, -0.3, -0.4], [0.2, 0.0, 0.1], [0.0, 0.0, 0.0], [0.1, 0.2, 0.0], [-0.1, 0.1, 0.0], [0.1, 0.0, 0.0], [0.1, 0.1, 0.2], [0.1, 0.0, 0.1], [0.0, 0.1, 0.1], [-0.2, -0.5, -0.2], [0.0, 0.1, 0.2], [-0.3, 0.3, -0.2], [-0.5, -0.2, 0.3], [0.0, 0.0, 0.0], [0.0, 0.2, 0.0], [-0.3, 0.2, 0.1], [0.4, 0.3, 0.1], [0.0, -0.3, 0.3], [-0.3, 0.3, 0.1], [0.0, 0.0, 0.0], [-0.2, -0.1, -0.4], [0.1, 0.0, -0.1], [-0.1, -0.2, -0.5], [0.2, -0.1, 0.1], [0.1, 0.0, -0.1], [0.0, 0.0, 0.0], [0.0, -0.4, 0.4], [0.0, -0.2, 0.1], [0.0, -0.1, 0.1], [-0.1, 0.0, 0.0], [0.3, 0.1, 0.3], [-0.3, -0.4, -0.3], [0.2, 0.1, 0.2], [0.3, -0.2, 0.0], [0.0, 0.2, 0.0], [-0.1, 0.4, 0.1], [0.3, -0.2, -0.2], [0.1, -0.1, 0.0], [0.2, -0.2, 0.0], [0.0, 0.0, 0.0], [0.6, -0.1, 0.0], [0.1, 0.0, 0.2], [0.0, 0.0, 0.0]],
  "total_charge": -1,
  "gap_ev": 4.86,
  "total_energy_ha": -2211.3969,
  "mol_weight_g_mol": 544.6,
  "max_force_ev_per_a": 2.12,
  "relative_energy_kj_mol": 0.0
}